{"formula": "C56H69GeIMoN3OP", "method": "wB97M-V/def2-TZVPD", "multiplicity": 2, "e_tot_ev": -141457.488, "total_charge": 1, "orbital_gap_ev": [3.90, 4.14], "s_squared": 0.7571, "de_lowest_ev": 10.6257, "homo_ev": [-8.76, -9.00], "e_lumo_ha": [-0.17855, -0.17857], "largest_force_ha_per_bohr": 0.0340, "elements": ["H", "H", "H", "H", "C", "H", "C", "C", "H", "C", "H", "C", "H", "H", "N", "C", "C", "H", "H", "C", "H", "C", "H", "O", "H", "H", "C", "C", "H", "H", "C", "C", "H", "C", "N", "C", "C", "C", "C", "C", "I", "H", "H", "H", "H", "H", "C", "H", "H", "H", "C", "H", "H", "C", "H", "H", "C", "H", "C", "C", "Mo", "C", "C", "H", "C", "H", "H", "H", "H", "H", "C", "P", "C", "H", "C", "N", "H", "H", "H", "C", "H", "H", "H", "H", "H", "C", "H", "C", "H", "C", "C", "C", "C", "H", "H", "C", "H", "H", "C", "C", "C", "H", "H", "H", "H", "C", "H", "C", "H", "H", "C", "H", "C", "H", "Ge", "C", "H", "C", "C", "C", "C", "H", "C", "C", "C", "H", "H", "H", "C", "H", "H", "C", "H"], "xyz": [[-6.54186, 0.42822, -1.15677], [1.57339, 5.69068, 1.07565], [-5.76765, -1.47798, 0.17301], [-0.69673, 3.71365, 1.50829], [-0.95974, 6.64058, 1.82185], [4.22996, 2.17097, 2.48004], [3.50294, 3.25953, 0.78359], [2.87933, -2.65037, -0.81203], [2.16772, 6.87936, -3.62317], [-1.15097, -4.04444, -0.99175], [0.26951, 5.86385, 3.42804], [-3.89839, -2.90029, -1.95836], [5.48530, 4.30966, 3.19320], [3.00017, -2.02753, -1.69050], [-1.32270, 1.06562, -0.14209], [-5.56565, -0.00390, -1.33432], [-1.34995, 6.10662, 0.44527], [3.64562, 6.04565, 1.47698], [-0.64802, -8.02257, 0.20633], [1.21284, -5.06904, -0.77525], [3.10107, 5.06125, -4.91052], [-5.06931, -3.75202, 3.89263], [-1.78340, 6.90181, -0.16254], [1.09038, 2.28368, 0.01666], [3.30096, -4.06053, 2.74931], [-1.73021, -4.49799, 2.30788], [4.56441, 4.88000, 3.03601], [2.07615, 4.93751, -4.55438], [-1.94995, -5.24567, -2.70940], [-2.43246, -2.38711, -3.55337], [-1.01012, -7.01224, 0.04759], [-0.12161, 5.52323, -0.27925], [0.71726, 3.69199, 2.53007], [-2.18751, -4.14830, 0.17774], [0.53206, -2.82001, -0.03427], [2.69191, -6.92131, -0.02633], [1.85604, 5.86734, -3.35955], [2.09076, -6.69245, -2.33651], [-1.24678, -2.69997, -1.73269], [2.10793, -5.59516, 0.30380], [-0.44838, -0.49147, 2.63249], [-0.86099, -6.68482, 2.17405], [1.54975, -5.64694, 1.24039], [3.33578, 3.57337, 4.25333], [-0.43862, -2.68249, -2.48104], [2.47521, 2.19031, 2.35906], [2.73742, -7.39728, -1.28510], [4.54760, 4.73348, -0.42005], [1.08845, 3.01760, -4.87323], [2.45792, 6.05344, -1.29592], [1.85405, -2.20771, 0.21647], [0.35650, 3.76250, -2.64684], [1.94240, -0.07953, 0.71714], [1.82374, 3.45250, -4.19395], [-4.80193, -0.58321, 5.04664], [-3.50239, -5.90879, -0.31266], [-5.14233, -1.04372, -0.60015], [5.40518, 6.10440, 1.46298], [1.33569, 3.29072, -2.75490], [-3.51604, 0.09392, -2.68090], [-0.68127, -1.15205, -0.20625], [-3.85169, -1.68678, -0.87761], [2.32939, -2.59219, 1.60045], [0.35547, 6.31167, -0.86277], [-4.13110, -4.24216, -1.46060], [4.21215, -5.20465, 0.81195], [3.27150, 3.33019, -1.89807], [1.42047, 5.24532, -5.36979], [0.79212, 5.91463, -3.11624], [-3.61803, -0.31668, 2.92123], [-2.92076, -0.98491, -1.87045], [1.87876, 3.55539, -0.03727], [-0.48290, 5.49085, 2.72898], [4.30679, -4.09011, -1.37097], [-4.01677, -1.28764, 3.18313], [-2.65789, 1.15088, 0.37435], [3.71794, 5.49678, -2.38036], [4.55215, 5.69139, 3.76607], [-5.16825, 1.34279, -3.00614], [3.00164, -3.71808, 1.76559], [-1.31196, 1.53404, -1.04303], [1.21504, 2.23447, -2.51189], [3.16618, -7.45673, 0.78754], [2.06547, -1.94857, 2.42715], [-0.16594, 7.38239, 1.69908], [3.34167, -4.59045, 0.58757], [-0.45339, 4.75049, -0.97852], [-2.54246, -2.34106, -2.46605], [2.74592, 2.87844, -4.31461], [2.35142, 3.91794, -1.79118], [3.35437, 3.97205, 3.23731], [1.29353, -5.60801, -2.05944], [3.37114, 2.80791, 2.24520], [0.74117, -5.13918, -2.86460], [3.25620, -8.32130, -1.50390], [-3.09631, -5.01079, -0.77418], [-1.80572, 7.15354, 2.27987], [-2.98810, 2.11028, 0.33201], [4.54967, 5.44439, 1.61837], [2.65599, 5.39430, -2.14515], [-4.69109, -1.43336, 4.38576], [-1.31379, 5.11009, 3.32602], [-4.66791, -2.60517, -2.67667], [-4.26662, -4.46287, 2.03912], [-1.10100, -7.35856, -2.00550], [4.59659, 4.31654, 0.58875], [-5.48911, -4.71410, 4.15795], [-1.67024, -4.96400, 1.32795], [-1.92585, -0.58203, -1.41236], [1.60370, -0.42464, -0.99229], [-4.74662, 0.54879, -2.40115], [-0.62000, 1.56704, 0.41011], [0.28261, -4.00003, -0.52422], [5.56257, 3.81039, 0.68056], [-2.73266, -2.28578, 0.70461], [1.42180, -0.75884, 0.04768], [2.45058, 4.57339, 3.10617], [-1.17066, -6.20457, 1.25124], [-4.38196, -3.60673, 2.69581], [-1.24638, -6.62881, -1.21700], [3.58397, -3.75452, -0.63647], [-2.60478, 0.88860, 1.35285], [-1.79994, -5.30105, -1.62937], [0.88886, 4.91717, 0.71586], [-3.83290, -2.37712, 2.33598], [3.78407, 2.37356, 0.19717], [2.18204, -7.04435, -3.35542], [-5.70895, -2.78925, 5.69929], [-5.20421, -2.67048, 4.74929], [-2.92621, 0.51610, -3.48811], [-2.12385, 5.34376, 0.56664], [0.10612, 4.34072, 1.90366], [-5.15345, -4.59727, -1.42935]]}